Computed, not measured: a cluster of 4 separate species, C26H33BrF2N6O7Si in total, with ωB97M-V/def2-TZVPD.

For the HOMO energy, the calculation gives -0.360 hartree. The strongest force on any atom is 0.4 eV/A. The calculation puts the frontier orbital gap at 9.140 eV. As for the SMILES: C[C@H](F)[Si@](CCF)(CC(=O)Br)CC(N)(N)N.O=[N+]([O-])c1ccccc1.O=[N+]([O-])c1ccccc1.O=[N+]([O-])c1ccccc1. Its total energy is -4928.77304 Ha.

ORCA input file:
```
! RIJCOSX wB97M-V def2-TZVPD def2/J DEFGRID3
* xyz 0 1
C -2.09 0.37 2.30
C -2.01 0.66 0.80
F -2.07 2.05 0.59
Si -3.26 -0.27 -0.32
C -2.20 -1.58 -1.16
C -1.81 -2.69 -0.22
F -0.68 -3.36 -0.70
C -3.90 0.84 -1.71
C -4.36 2.19 -1.27
O -4.77 2.53 -0.23
Br -4.31 3.51 -2.74
C -4.59 -1.20 0.64
C -5.90 -0.51 1.06
N -6.81 -1.41 1.78
N -6.56 -0.02 -0.16
N -5.61 0.55 1.99
H -1.78 1.28 2.82
H -3.08 0.11 2.65
H -1.37 -0.40 2.59
H -1.02 0.36 0.45
H -2.76 -1.98 -2.01
H -1.28 -1.12 -1.54
H -2.60 -3.44 -0.10
H -1.54 -2.32 0.78
H -3.16 0.94 -2.50
H -4.78 0.36 -2.15
H -4.86 -2.08 0.05
H -4.12 -1.58 1.55
H -7.21 -2.08 1.12
H -6.30 -1.95 2.47
H -7.35 0.56 0.11
H -6.93 -0.79 -0.70
H -6.47 0.89 2.40
H -5.15 1.33 1.52
O 3.89 -0.19 2.11
N 2.94 0.30 1.53
O 2.02 0.87 2.08
C 2.90 0.18 0.06
C 3.90 -0.52 -0.59
C 3.83 -0.65 -1.96
C 2.77 -0.09 -2.66
C 1.77 0.61 -1.99
C 1.84 0.75 -0.62
H 4.71 -0.95 -0.02
H 4.60 -1.19 -2.49
H 2.72 -0.19 -3.74
H 0.95 1.05 -2.54
H 1.07 1.29 -0.08
O 2.53 3.29 -3.04
N 3.67 3.62 -2.77
O 4.63 2.88 -2.84
C 3.90 5.00 -2.33
C 2.81 5.85 -2.22
C 3.03 7.15 -1.79
C 4.32 7.58 -1.49
C 5.39 6.71 -1.62
C 5.19 5.40 -2.04
H 1.82 5.50 -2.46
H 2.20 7.83 -1.69
H 4.48 8.59 -1.16
H 6.39 7.04 -1.38
H 6.00 4.71 -2.14
O 3.19 -8.16 1.78
N 3.24 -7.32 2.66
O 3.59 -7.54 3.80
C 2.84 -5.94 2.32
C 2.41 -5.68 1.03
C 2.02 -4.38 0.72
C 2.08 -3.39 1.68
C 2.52 -3.68 2.97
C 2.91 -4.97 3.29
H 2.37 -6.47 0.30
H 1.67 -4.15 -0.28
H 1.78 -2.38 1.43
H 2.57 -2.90 3.71
H 3.25 -5.22 4.29
*
```

Mulliken population analysis, charges in e, atoms 1 to 6:
1 C -1.509
2 C 1.875
3 F -0.362
4 Si -0.705
5 C -0.449
6 C -0.280

---

Computed, not measured: an isolated molecule of C3H6N4S at a distorted geometry, with ωB97M-V/def2-TZVPD.

For the HOMO energy, the calculation gives -0.332 hartree. The strongest force on any atom is 2.2 eV/A. The calculation puts the frontier orbital gap at 8.802 eV. As for the SMILES: [H]/N=C\N(C=S)/C(N)=N/[H]. Its total energy is -735.09899 Ha.

ORCA input file:
```
! RIJCOSX wB97M-V def2-TZVPD def2/J DEFGRID3
* xyz 0 1
H -2.74 -0.02 -0.23
N -2.73 -0.95 0.11
C -1.54 -1.29 0.10
N -0.34 -0.44 0.13
C 0.89 -1.09 0.08
S 2.34 -0.41 -0.24
C -0.42 1.01 -0.01
N 0.45 1.77 0.67
N -1.41 1.45 -0.67
H -1.37 2.46 -0.62
H -1.28 -2.33 0.29
H 0.80 -2.17 0.27
H 1.27 1.35 1.11
H 0.61 2.70 0.29
*
```

natural (NBO) population analysis, charges in e, atoms 1 to 6:
1 H 0.374
2 N -0.597
3 C 0.284
4 N -0.487
5 C -0.071
6 S -0.079

---

Computed, not measured: a structure of composition C44H56AlBrN4PSSi, with ωB97M-V/def2-TZVPD.

For the HOMO energy, the calculation gives -0.564 hartree. The strongest force on any atom is 0.8 eV/A. The calculation puts the frontier orbital gap at 7.682 eV. Its total energy is -5774.04433 Ha.

ORCA input file:
```
! RIJCOSX wB97M-V def2-TZVPD def2/J DEFGRID3
* xyz 3 1
Al 0.82 0.61 0.10
N 0.30 -0.18 3.73
C 1.58 -0.29 4.35
C 1.74 -0.60 5.70
C 3.01 -0.63 6.26
C 4.13 -0.35 5.48
C 3.98 -0.05 4.14
C 2.70 -0.01 3.58
P 2.51 0.64 1.90
C 4.09 0.33 1.07
C 4.52 -1.00 1.00
C 5.73 -1.30 0.40
C 6.52 -0.29 -0.12
C 6.10 1.03 -0.06
C 4.88 1.34 0.54
C 2.32 2.41 2.25
C 3.33 3.16 2.84
C 3.11 4.49 3.16
C 1.87 5.08 2.91
C 0.85 4.33 2.35
C 1.08 3.00 2.04
H 0.00 -1.07 3.34
H -0.40 0.11 4.40
H 0.87 -0.81 6.30
H 3.13 -0.88 7.30
H 5.11 -0.37 5.92
H 4.85 0.16 3.54
H 3.92 -1.80 1.43
H 6.07 -2.33 0.36
H 7.47 -0.53 -0.58
H 6.72 1.82 -0.45
H 4.58 2.38 0.63
H 4.29 2.71 3.06
H 3.90 5.07 3.62
H 1.70 6.11 3.18
H -0.13 4.77 2.19
H 0.22 2.42 1.68
N 1.72 1.29 -3.72
C 0.91 0.26 -3.54
S 0.42 -0.40 -2.00
N 0.39 -0.37 -4.58
C 0.54 -0.04 -5.98
C 0.71 -1.09 -6.86
C 0.82 -0.82 -8.22
C 0.75 0.48 -8.68
C 0.56 1.52 -7.79
C 0.44 1.27 -6.43
H 2.15 1.73 -2.93
H 2.00 1.56 -4.65
H -0.11 -1.22 -4.37
H 0.77 -2.11 -6.50
H 0.95 -1.64 -8.91
H 0.83 0.69 -9.74
H 0.47 2.54 -8.15
H 0.22 2.09 -5.75
C -2.91 -4.91 -0.34
C -3.83 -3.73 -0.68
C -3.15 -2.92 -1.80
C -5.18 -4.31 -1.17
Si -4.28 -2.65 0.78
Br -1.19 -0.26 0.81
C -3.88 -3.21 2.52
C -2.42 -3.67 2.69
C -4.84 -4.41 2.77
C -4.14 -2.14 3.59
C -5.44 -1.19 0.52
C -5.52 -0.72 -0.94
C -6.81 -1.77 0.96
C -5.11 0.06 1.36
H -2.82 -5.53 -1.23
H -3.29 -5.54 0.46
H -1.90 -4.58 -0.08
H -2.87 -3.63 -2.58
H -2.24 -2.43 -1.46
H -3.80 -2.18 -2.25
H -4.98 -4.92 -2.05
H -5.91 -3.56 -1.46
H -5.65 -4.96 -0.43
H -2.17 -4.54 2.10
H -2.27 -3.93 3.73
H -1.71 -2.87 2.44
H -4.70 -5.22 2.06
H -5.89 -4.11 2.75
H -4.63 -4.80 3.77
H -3.52 -1.26 3.46
H -3.91 -2.58 4.57
H -5.18 -1.83 3.63
H -5.80 -1.50 -1.64
H -4.58 -0.27 -1.27
H -6.29 0.05 -1.00
H -7.14 -2.60 0.34
H -7.55 -0.97 0.86
H -6.82 -2.08 2.00
H -4.10 0.44 1.18
H -5.23 -0.10 2.43
H -5.81 0.84 1.07
N 1.85 2.11 -0.64
C 2.43 3.04 -1.00
C 3.13 4.19 -1.45
C 4.34 4.01 -2.14
C 5.02 5.13 -2.58
C 4.50 6.40 -2.33
C 3.29 6.56 -1.66
C 2.59 5.46 -1.21
H 4.74 3.02 -2.31
H 5.95 5.02 -3.11
H 5.04 7.27 -2.67
H 2.90 7.55 -1.48
H 1.66 5.56 -0.67
*
```

Mulliken population analysis, charges in e, atoms 1 to 6:
1 Al 0.236
2 N -0.164
3 C 0.273
4 C -0.468
5 C -0.661
6 C -0.883